{
  "formula": "C8H7F7N2O3P2SSn",
  "method": "ωB97M-V with the def2-TZVPD basis set",
  "e_tot_ev": -71777.91966,
  "total_charge": 2,
  "lumo_ha": -0.3941,
  "fmax_ha_per_bohr": 0.0620,
  "symbols": ["N", "P", "O", "P", "C", "C", "C", "C", "N", "C", "S", "O", "O", "C", "F", "F", "C", "F", "F", "C", "F", "F", "F", "H", "H", "H", "H", "H", "H", "H", "Sn"],
  "coordinates": [[1.52, -2.84, 1.19], [0.12, -2.21, 0.53], [0.39, -1.93, -1.03], [-0.33, -0.35, 1.57], [-1.91, 0.07, 0.81], [-2.36, -0.70, -0.23], [-3.61, -0.46, -0.78], [-4.33, 0.59, -0.25], [-3.91, 1.38, 0.72], [-2.72, 1.10, 1.23], [0.90, 1.40, 1.16], [0.19, 2.24, 0.25], [1.04, 2.02, 2.44], [2.65, 1.00, 0.66], [3.36, 2.01, 1.08], [3.03, -0.07, 1.37], [3.00, 0.73, -0.86], [4.24, 1.17, -1.03], [3.05, -0.59, -1.06], [2.15, 1.42, -1.95], [2.78, 1.19, -3.11], [0.93, 0.91, -2.05], [2.15, 2.72, -1.76], [2.32, -2.67, 0.58], [1.67, -2.44, 2.11], [0.27, -2.73, -1.55], [-1.79, -1.53, -0.65], [-4.03, -1.06, -1.57], [-5.31, 0.79, -0.65], [-2.37, 1.72, 2.05], [-3.10, -2.87, 0.77]]
}

=====

{
  "formula": "C8H7N",
  "method": "ωB97M-V with the def2-TZVPD basis set",
  "e_tot_ev": -9894.52303,
  "total_charge": 0,
  "lumo_ha": 0.0386,
  "fmax_ha_per_bohr": 0.0876,
  "relative_energy_kcal_mol": 98.8,
  "symbols": ["C", "C", "C", "C", "C", "C", "C", "C", "N", "H", "H", "H", "H", "H", "H", "H"],
  "coordinates": [[1.77, -1.22, 1.21], [2.00, -0.22, 0.24], [0.39, -1.38, 1.33], [0.79, 0.21, -0.21], [-0.04, 1.15, -1.05], [-1.36, 0.48, -1.42], [-1.41, 1.68, -0.52], [-1.47, -0.21, -0.15], [-0.21, -0.51, 0.45], [2.55, -1.79, 1.61], [2.95, 0.13, 0.15], [-0.11, -1.98, 2.09], [0.40, 1.72, -1.89], [-1.88, 0.18, -2.33], [-1.95, 2.17, 0.27], [-2.42, -0.41, 0.21]]
}

=====

{
  "formula": "C8H7N2O",
  "method": "ωB97M-V with the def2-TZVPD basis set",
  "e_tot_ev": -13430.88591,
  "total_charge": -1,
  "lumo_ha": [0.1441, 0.1162],
  "multiplicity": 3,
  "fmax_ha_per_bohr": 0.0839,
  "symbols": ["C", "C", "C", "C", "C", "C", "C", "C", "N", "N", "O", "H", "H", "H", "H", "H", "H", "H"],
  "coordinates": [[-1.10, -0.74, -1.99], [-1.00, -2.01, -1.43], [-0.71, 0.40, -1.32], [-0.36, -2.22, -0.25], [-0.15, 0.24, -0.07], [0.15, -1.13, 0.43], [0.93, 0.20, 1.94], [0.38, 1.06, 0.92], [0.84, -1.14, 1.52], [1.01, 2.93, 0.22], [2.06, 3.11, 0.86], [-1.61, -0.54, -2.89], [-1.46, -2.78, -2.05], [-0.94, 1.35, -1.59], [-0.26, -3.28, 0.24], [1.87, 0.54, 2.07], [0.23, 0.47, 2.82], [0.13, 3.52, 0.56]]
}

=====

{
  "formula": "C8H7N2S",
  "method": "ωB97M-V with the def2-TZVPD basis set",
  "e_tot_ev": -22212.69523,
  "total_charge": 1,
  "lumo_ha": [-0.2560, -0.2189],
  "fmax_ha_per_bohr": 0.0447,
  "relative_energy_kcal_mol": 75.0,
  "symbols": ["C", "C", "C", "C", "C", "C", "C", "C", "N", "N", "S", "H", "H", "H", "H", "H", "H", "H"],
  "coordinates": [[-1.30, -1.30, 1.48], [-1.80, -0.01, 1.41], [-0.06, -1.61, 0.93], [-1.07, 0.98, 0.77], [0.67, -0.63, 0.28], [0.16, 0.67, 0.18], [1.70, 2.41, -2.54], [0.91, 1.73, -0.50], [0.54, 3.11, -0.48], [1.57, 1.42, -1.74], [1.74, 3.00, 0.54], [-1.86, -2.08, 1.98], [-2.75, 0.23, 1.86], [0.35, -2.60, 1.02], [-1.45, 1.99, 0.70], [1.64, -0.87, -0.12], [2.12, 2.28, -3.53], [1.81, 0.44, -1.94]]
}

=====

{
  "formula": "C8H7N3",
  "method": "ωB97M-V with the def2-TZVPD basis set",
  "e_tot_ev": -12878.28877,
  "total_charge": 0,
  "lumo_ha": -0.0013,
  "fmax_ha_per_bohr": 0.1542,
  "smiles": "[H]/N=C1/N/C(=N/[H])c2ccccc21",
  "relative_energy_kcal_mol": 38.1,
  "symbols": ["H", "N", "C", "N", "C", "N", "H", "C", "C", "C", "C", "C", "C", "H", "H", "H", "H", "H"],
  "coordinates": [[-0.99, -2.94, -0.35], [-0.76, -2.70, -1.27], [-0.20, -1.56, -1.07], [0.80, -0.97, -1.99], [0.95, 0.41, -1.53], [1.51, 1.16, -2.40], [1.57, 2.04, -2.04], [0.27, 0.64, -0.20], [0.43, 1.67, 0.64], [-0.31, 1.47, 1.84], [-1.00, 0.28, 2.12], [-1.00, -0.86, 1.34], [-0.32, -0.66, 0.17], [1.07, -1.27, -2.86], [0.90, 2.64, 0.41], [-0.39, 2.33, 2.44], [-1.32, 0.26, 3.23], [-1.20, -1.93, 1.53]]
}

=====

{
  "formula": "C8H7N3O",
  "method": "ωB97M-V with the def2-TZVPD basis set",
  "e_tot_ev": -14921.46947,
  "total_charge": 0,
  "lumo_ha": 0.0068,
  "fmax_ha_per_bohr": 0.1444,
  "smiles": "On1cnnc1-c1ccccc1",
  "relative_energy_kcal_mol": 153.1,
  "symbols": ["O", "N", "C", "N", "N", "C", "C", "C", "C", "C", "C", "C", "H", "H", "H", "H", "H", "H", "H"],
  "coordinates": [[2.21, 1.87, 0.24], [2.20, 0.39, 0.30], [3.34, -0.10, -0.30], [3.24, -1.38, -0.60], [1.75, -1.53, -0.41], [1.24, -0.42, 0.09], [-0.18, -0.10, 0.03], [-0.94, 1.03, -0.40], [-2.31, 1.00, -0.58], [-3.03, -0.07, -0.28], [-2.30, -1.25, 0.28], [-0.83, -1.34, 0.26], [1.71, 2.04, 1.19], [4.33, 0.41, -0.10], [-0.27, 1.91, -0.56], [-2.72, 1.86, -0.84], [-4.16, -0.23, -0.07], [-2.91, -1.97, 0.67], [-0.37, -2.12, 1.08]]
}

=====

{
  "formula": "C8H7N3O3",
  "method": "ωB97M-V with the def2-TZVPD basis set",
  "e_tot_ev": -19015.57881,
  "total_charge": 0,
  "lumo_ha": [-0.0400, -0.0356],
  "fmax_ha_per_bohr": 0.1199,
  "relative_energy_kcal_mol": 41.2,
  "symbols": ["C", "C", "C", "C", "C", "C", "C", "C", "N", "N", "N", "O", "O", "O", "H", "H", "H", "H", "H", "H", "H"],
  "coordinates": [[1.88, 0.42, -1.62], [-2.54, 0.49, 0.56], [-2.82, 1.50, -0.38], [-1.28, -0.11, 0.53], [-1.79, 1.85, -1.28], [-0.28, 0.40, -0.38], [2.85, -1.66, -0.09], [1.08, -0.12, -0.53], [2.63, 0.75, -2.43], [-0.52, 1.39, -1.22], [1.88, 1.98, 0.69], [1.01, 2.72, 1.08], [3.03, 1.72, 0.92], [1.52, -1.10, 0.20], [-3.36, 0.08, 1.21], [-3.71, 1.85, -0.66], [-0.99, -0.76, 1.21], [-1.89, 2.62, -2.09], [3.41, -1.12, -0.72], [2.48, -2.70, -0.38], [3.45, -1.77, 0.86]]
}

=====

{
  "formula": "C8H7N3OS",
  "method": "ωB97M-V with the def2-TZVPD basis set",
  "e_tot_ev": -25739.66752,
  "total_charge": 2,
  "lumo_ha": [-0.3862, -0.3844],
  "fmax_ha_per_bohr": 0.1039,
  "symbols": ["C", "C", "C", "C", "C", "C", "C", "C", "N", "N", "N", "O", "S", "H", "H", "H", "H", "H", "H", "H"],
  "coordinates": [[3.49, -1.85, -0.32], [3.14, -0.61, -0.90], [2.38, -2.24, 0.48], [1.78, -0.36, -0.51], [-2.58, -0.94, -0.16], [-0.87, 0.29, -0.22], [-1.94, 1.12, 0.15], [-0.65, 2.98, 0.15], [-1.27, -0.95, -0.39], [-2.99, 0.31, 0.26], [-1.82, 2.47, 0.16], [1.40, -1.38, 0.33], [0.69, 0.96, -0.78], [4.36, -2.37, -0.44], [3.68, 0.06, -1.55], [2.17, -3.01, 1.07], [-3.38, -1.72, -0.22], [-0.35, 4.05, 0.05], [-3.91, 0.71, 0.37], [-2.72, 2.87, 0.23]]
}

=====

{
  "formula": "C8H7N5O",
  "method": "ωB97M-V with the def2-TZVPD basis set",
  "e_tot_ev": -17903.54579,
  "total_charge": 0,
  "lumo_ha": 0.0109,
  "fmax_ha_per_bohr": 0.0578,
  "relative_energy_kcal_mol": 11.9,
  "symbols": ["C", "C", "C", "C", "C", "C", "C", "C", "N", "N", "N", "N", "N", "O", "H", "H", "H", "H", "H", "H", "H"],
  "coordinates": [[-1.50, 1.27, -0.09], [-2.70, 1.27, 0.60], [3.34, -0.11, 0.03], [-3.11, -1.03, 0.33], [3.24, 0.35, 1.26], [-1.03, 0.02, -0.50], [-1.88, -1.13, -0.33], [1.90, 1.65, 0.08], [-3.43, 0.18, 0.83], [2.57, 0.83, -0.70], [-1.17, -2.15, -0.88], [0.05, -1.66, -1.20], [0.15, -0.40, -1.04], [2.39, 1.43, 1.30], [-0.98, 2.31, -0.29], [-3.04, 2.14, 1.05], [3.94, -0.80, -0.52], [-3.63, -1.92, 0.65], [3.84, 0.03, 2.11], [-1.43, -3.11, -1.06], [2.47, 0.83, -1.64]]
}

=====

{
  "formula": "C8H7NO",
  "method": "ωB97M-V with the def2-TZVPD basis set",
  "e_tot_ev": -11942.43671,
  "total_charge": 0,
  "lumo_ha": 0.0023,
  "fmax_ha_per_bohr": 0.0847,
  "relative_energy_kcal_mol": 86.3,
  "symbols": ["C", "C", "C", "C", "C", "C", "C", "C", "N", "O", "H", "H", "H", "H", "H", "H", "H"],
  "coordinates": [[2.81, -0.11, -0.14], [2.43, 1.21, 0.09], [1.72, -0.93, -0.22], [1.04, 1.21, 0.17], [0.22, 2.28, 0.21], [-1.54, 0.72, -0.03], [-0.80, -0.57, 0.05], [-2.78, 1.08, -0.11], [0.65, -0.13, -0.02], [0.07, 3.45, 0.24], [3.76, -0.39, -0.28], [3.26, 1.91, 0.19], [1.59, -1.94, -0.40], [-1.05, -1.12, 1.12], [-1.10, -1.30, -0.83], [-3.04, 2.20, -0.20], [-3.65, 0.38, -0.43]]
}

=====

{
  "formula": "C8H7O2Se",
  "method": "ωB97M-V with the def2-TZVPD basis set",
  "e_tot_ev": -77851.55746,
  "total_charge": -1,
  "lumo_ha": 0.1300,
  "fmax_ha_per_bohr": 0.0947,
  "relative_energy_kcal_mol": 0.0,
  "symbols": ["C", "C", "C", "C", "C", "C", "C", "C", "O", "O", "Se", "H", "H", "H", "H", "H", "H", "H"],
  "coordinates": [[-2.57, -0.49, -0.50], [-2.16, -0.09, 0.82], [-1.55, -0.75, -1.41], [-0.84, -0.04, 1.25], [-0.23, -0.69, -1.01], [0.13, -0.36, 0.31], [1.95, 1.49, 0.18], [1.53, -0.14, 0.63], [2.82, 1.54, -0.81], [1.47, 2.48, 0.63], [2.86, -1.33, 0.00], [-3.57, -0.64, -0.75], [-3.07, 0.04, 1.51], [-1.69, -0.80, -2.40], [-0.86, 0.08, 2.30], [0.54, -0.98, -1.72], [1.86, -0.05, 1.72], [3.38, 0.73, -0.74]]
}

=====

{
  "formula": "C8H7O3",
  "method": "ωB97M-V with the def2-TZVPD basis set",
  "e_tot_ev": -14552.21606,
  "total_charge": -1,
  "lumo_ha": 0.1350,
  "fmax_ha_per_bohr": 0.0768,
  "smiles": "C=C1CC=CC(C(=O)O)=C1[O-]",
  "relative_energy_kcal_mol": 0.0,
  "symbols": ["C", "C", "C", "C", "C", "C", "C", "O", "O", "C", "O", "H", "H", "H", "H", "H", "H", "H"],
  "coordinates": [[1.47, -0.80, 1.37], [0.71, -0.19, 0.49], [-0.29, -1.03, -0.30], [-1.49, -0.18, -0.86], [-1.46, 1.14, -0.82], [-0.27, 1.87, -0.47], [-0.35, 3.31, -0.60], [-1.36, 3.88, -0.98], [0.69, 4.02, -0.23], [0.84, 1.28, 0.10], [1.91, 1.93, 0.32], [1.44, -1.82, 1.45], [2.13, -0.13, 1.99], [-0.91, -1.78, 0.37], [0.04, -1.45, -1.28], [-2.30, -0.86, -1.33], [-2.41, 1.58, -1.17], [1.53, 3.21, 0.10]]
}

=====

{
  "formula": "C8H7O3",
  "method": "ωB97M-V with the def2-TZVPD basis set",
  "e_tot_ev": -14529.43742,
  "total_charge": 1,
  "lumo_ha": [-0.2785, -0.2782],
  "fmax_ha_per_bohr": 0.0858,
  "relative_energy_kcal_mol": 47.3,
  "symbols": ["C", "C", "C", "C", "C", "C", "C", "C", "O", "O", "O", "H", "H", "H", "H", "H", "H", "H"],
  "coordinates": [[-0.53, -0.59, -1.61], [-0.13, 0.90, -1.16], [0.73, -1.15, -0.99], [-1.31, -0.80, -0.31], [1.18, 0.32, -0.60], [-0.90, 0.64, 0.06], [-0.07, -1.34, 0.31], [0.30, 0.06, 0.66], [0.32, 2.28, 3.21], [0.92, 0.35, 2.47], [1.24, 1.49, 2.94], [-0.91, -0.76, -2.65], [0.02, 1.92, -1.68], [1.39, -1.96, -1.42], [-2.41, -1.06, -0.06], [2.14, 0.63, -0.68], [-1.82, 1.17, 0.37], [-0.16, -2.10, 1.12]]
}